[1]
The following is a DFT calculation (ωB97M-V with the def2-TZVPD basis set) of a molecular structure, C5H11O3Pd in a non-equilibrium geometry.

Calculated values
2S+1   4
<S²>   3.77
Highest occupied orbital energy (alpha / beta)   -4.70 / -9.43 eV

Each line ends with the Löwdin charge.
Atoms and positions in Å:
C -0.36123 1.53583 -0.01436  -0.20
O -0.83338 0.29093 0.56245  -0.23
C -0.64846 -0.87469 -0.19772  -0.20
C 0.80370 -1.12772 -0.57695  -0.20
O 1.63143 -0.97928 0.56949  -0.48
C 1.83212 -2.13877 1.36048  -0.08
H -0.59697 2.38075 0.65282  0.08
H -0.25742 1.44638 -1.11445  0.09
H -1.23937 -0.83536 -1.12987  0.14
H -1.01652 -1.68609 0.44573  0.14
H 1.17373 -0.39911 -1.31016  0.12
H 0.89777 -2.12318 -1.03433  0.14
H 0.94352 -2.32536 1.97829  0.10
H 2.01612 -3.00651 0.71190  0.10
H 2.69647 -1.94912 2.00846  0.09
Pd 1.33879 0.77117 1.17018  0.53
O -2.66270 2.99742 0.03642  -0.08
C -2.00617 2.67872 -0.98023  -0.25
H -1.29993 3.40907 -1.43594  0.10
H -2.41151 1.93494 -1.70221  0.09

[2]
The following is a DFT calculation (ωB97M-V with the def2-TZVPD basis set) of 4 unconnected molecules or ions with the total composition C9H16NO12S in a non-equilibrium geometry.

Calculated values
Total charge   -1
Highest occupied orbital energy   -5.26 eV

Each line ends with the Löwdin charge.
Atoms and positions in Å:
N -1.77159 -2.69979 1.31821  -0.56
O -0.75859 -2.72279 2.09721  -0.11
O -1.57759 -2.61679 0.02221  -0.15
O -2.81659 -2.18579 1.72521  -0.07
O 3.45841 0.74321 2.92121  -0.28
S 3.25341 1.51421 1.73921  0.59
O 4.43841 1.56821 0.96121  -0.26
O 2.05241 0.65221 0.91121  -0.28
C 2.61941 -0.53179 0.19621  -0.28
C 1.51441 -1.06779 -0.55179  -0.08
C 2.49441 2.93521 2.21321  -0.13
H 3.22241 -1.01579 0.97221  0.13
H 3.42441 -0.22879 -0.46979  0.10
H 0.81041 -1.16079 0.34121  0.10
H 1.66141 -2.05379 -1.08079  0.11
H 0.99841 -0.51679 -1.25379  0.04
H 2.40941 3.75621 1.42521  0.13
H 3.22441 3.26221 2.81621  0.03
H 1.57641 2.95321 2.75921  0.07
C -1.51459 -2.07179 -3.41779  -0.11
C -1.20959 -0.74879 -4.19979  -0.04
O -2.50359 -0.58679 -4.90879  0.10
C -3.17259 -1.64579 -4.89679  -0.69
O -4.18759 -1.77179 -5.58779  0.10
O -2.60459 -2.53479 -4.15479  0.10
H -1.85659 -1.88179 -2.47779  0.07
H -0.60359 -2.76979 -3.22779  0.17
H -0.36359 -0.97579 -4.67679  0.05
H -0.92559 0.28721 -3.48679  0.20
C -1.39159 1.17021 1.27021  -0.21
C -0.79159 0.53721 2.59421  -0.08
O -0.61659 1.72821 3.33021  0.01
C -1.11859 2.82921 2.68921  -0.54
O -1.19859 3.90921 3.15621  0.16
O -1.66359 2.39721 1.52021  0.10
H -2.30859 0.62821 1.05021  0.15
H -0.72159 1.03821 0.61321  0.05
H 0.17841 -0.22279 2.64521  0.18
H -1.65959 0.10121 3.10321  0.12

Result set for E: -14976.62643 -46480.85882 eV, one per record in the order listed.
Result set for energy above the lowest of the compared OMol25 structures with the same formula, charge and spin: 36.1 253.8 kJ/mol, one per record in the order listed.